(i)
The following is a DFT calculation (ωB97M-V/def2-TZVPD) of a cluster of 8 separate species, C42H104N8O8 in total.

Results
SMILES: CC1(C)CCCC(C)(C)N1O.CC1(C)CCCC(C)(C)N1O.COC[C@H](C)N.COC[C@H](C)N.COC[C@H](C)N.COC[C@H](C)N.COC[C@H](C)N.COC[C@H](C)N
Orbital gap in eV: 8.6
HOMO in Ha: -0.2959
LUMO level in eV: 0.52

```
! wB97M-V def2-TZVPD RIJCOSX def2/J DEFGRID3
* xyz 0 1
C 0.2718 2.3759 2.2964
C 0.2824 3.4187 3.4503
C 1.7075 3.5009 3.9890
C -0.0222 4.7688 2.8178
C -1.4973 5.0036 2.5066
C -2.3315 4.7352 3.7521
C -2.1135 3.3769 4.3878
C -2.6868 3.4040 5.7939
C -2.7520 2.2585 3.5580
N -0.6603 3.1883 4.5269
O -0.2877 2.1345 5.3895
H -0.4761 2.5850 1.5273
H 1.2413 2.2293 1.8262
H -0.0711 1.4144 2.6994
H 1.9149 4.3032 4.6953
H 1.9147 2.5686 4.5366
H 2.4480 3.4307 3.1943
H 0.3716 5.6141 3.3894
H 0.5141 4.8285 1.8616
H -1.6348 6.0424 2.2063
H -1.8408 4.3602 1.6928
H -3.3970 4.8505 3.5323
H -2.0678 5.5041 4.4858
H -2.2813 4.2604 6.3389
H -2.4604 2.5124 6.3765
H -3.7725 3.5262 5.7577
H -3.8430 2.2992 3.6487
H -2.3871 1.2702 3.8312
H -2.5630 2.3796 2.4901
H -0.0826 2.5737 6.2212
C 5.2038 2.5265 -2.7859
C 3.8828 2.2977 -3.5669
C 2.8190 1.6996 -2.6493
C 3.3703 3.6473 -4.0841
C 4.1319 4.2039 -5.2884
C 4.0767 3.1528 -6.3836
C 4.6367 1.7953 -5.9653
C 4.2495 0.7782 -7.0247
C 6.1742 1.8416 -5.8983
N 4.0061 1.4002 -4.7108
O 4.5076 0.1257 -4.3176
H 5.1438 1.9862 -1.8302
H 6.0727 2.0950 -3.2717
H 5.3735 3.5629 -2.4994
H 1.8396 1.6410 -3.1322
H 3.1322 0.7050 -2.3409
H 2.6594 2.3956 -1.8201
H 2.2996 3.6243 -4.3273
H 3.3973 4.3588 -3.2489
H 3.5989 5.0999 -5.6163
H 5.1360 4.5196 -4.9948
H 4.6101 3.4480 -7.2930
H 3.0291 3.0441 -6.6837
H 4.5232 1.0748 -8.0415
H 3.1783 0.5589 -7.0472
H 4.7485 -0.1802 -6.8507
H 6.5894 1.9378 -6.8991
H 6.5402 0.9314 -5.4179
H 6.5262 2.6470 -5.2522
H 3.7803 -0.2681 -3.8166
C 4.3654 -2.3100 -1.7877
O 3.4427 -2.0846 -2.8345
C 2.5927 -3.1567 -3.1032
C 1.4544 -2.6751 -3.9518
C 1.8539 -2.3478 -5.3865
N 0.7333 -1.5242 -3.3397
H 5.1173 -3.0421 -2.1074
H 3.8500 -2.7099 -0.9033
H 4.8541 -1.3764 -1.5200
H 3.1550 -3.9594 -3.6109
H 2.2227 -3.5998 -2.1646
H 0.7042 -3.4730 -4.0006
H 2.7255 -1.6870 -5.4305
H 1.0540 -1.7754 -5.8627
H 2.0167 -3.2645 -5.9494
H 1.1891 -0.6584 -3.6232
H 0.8753 -1.5482 -2.3290
C 4.5189 1.1763 1.0045
O 5.1097 1.7553 2.1227
C 6.2159 2.5916 1.7805
C 6.5242 3.5043 2.9586
C 5.2600 4.1718 3.4697
N 7.4503 4.5751 2.4874
H 3.7355 0.4952 1.3368
H 5.2368 0.5780 0.4190
H 4.0735 1.9182 0.3268
H 7.0702 1.9460 1.5306
H 5.9720 3.2028 0.9013
H 6.9918 2.9098 3.7523
H 5.5060 4.8923 4.2598
H 4.6237 3.4567 3.9943
H 4.6522 4.6718 2.7182
H 7.5580 5.2197 3.2662
H 8.3822 4.1911 2.3496
C -0.6969 -0.5897 7.7423
O -1.8963 -0.9678 7.1091
C -1.8634 -2.2536 6.5586
C -1.9092 -2.1311 5.0397
C -0.6284 -1.5335 4.4681
N -3.0544 -1.3080 4.5876
H -0.8330 0.4070 8.1631
H 0.1615 -0.5847 7.0623
H -0.4628 -1.2272 8.6092
H -0.9327 -2.7697 6.8308
H -2.7074 -2.8384 6.9368
H -2.0842 -3.1317 4.6200
H -0.6374 -1.5454 3.3850
H 0.2542 -2.0510 4.8465
H -0.5524 -0.4877 4.7960
H -2.7886 -0.3413 4.7597
H -3.8439 -1.4810 5.2045
C -4.7282 -5.6347 2.0568
O -6.1009 -5.6227 1.8120
C -6.3923 -5.1820 0.4889
C -7.7900 -5.5880 0.1708
C -8.2091 -5.1424 -1.2217
N -8.7267 -5.1016 1.1704
H -4.2313 -6.4704 1.5485
H -4.5396 -5.6949 3.1293
H -4.2561 -4.6918 1.7287
H -6.2680 -4.0908 0.4534
H -5.6542 -5.6113 -0.1963
H -7.7780 -6.6874 0.0991
H -9.1064 -5.6707 -1.5329
H -7.4117 -5.4303 -1.9241
H -8.2756 -4.0644 -1.3314
H -8.2449 -4.9028 2.0420
H -9.3934 -5.8215 1.4232
C -4.1172 -0.0579 -2.6665
O -5.4140 -0.3727 -3.1143
C -5.4972 -1.5208 -3.9077
C -5.1064 -2.8124 -3.2048
C -5.3596 -4.0214 -4.0828
N -5.7437 -2.9395 -1.8587
H -4.2612 0.8183 -2.0341
H -3.3919 0.1254 -3.4649
H -3.7161 -0.8318 -1.9969
H -6.5315 -1.6037 -4.2623
H -4.9017 -1.3973 -4.8299
H -4.0246 -2.7983 -3.0117
H -5.1993 -4.9423 -3.5141
H -4.7235 -4.0691 -4.9640
H -6.4168 -4.0773 -4.3790
H -5.5156 -2.0288 -1.4536
H -6.7398 -2.8407 -2.0739
C 1.4169 -0.3015 -0.2101
O 0.5824 -1.4510 -0.1120
C -0.7928 -1.1581 -0.0783
C -1.5257 -2.4707 -0.1531
C -1.4075 -3.0998 -1.5154
N -2.9355 -2.2500 0.1638
H 0.9573 0.4287 -0.8755
H 2.3684 -0.6929 -0.5565
H 1.5802 0.0779 0.8055
H -1.0456 -0.6389 0.8625
H -1.0938 -0.5244 -0.9255
H -1.0461 -3.1342 0.5843
H -2.1125 -3.9229 -1.6216
H -0.3838 -3.4431 -1.6846
H -1.6003 -2.3521 -2.2911
H -3.0352 -1.7662 1.0505
H -3.4460 -3.1198 0.2456
*
```

---

(ii)
The following is a DFT calculation (ωB97M-V/def2-TZVPD) of a cluster of 8 separate species, C42H104N8O8 in total.

Results
SMILES: CC1(C)CCCC(C)(C)N1O.CC1(C)CCCC(C)(C)N1O.COC[C@H](C)N.COC[C@H](C)N.COC[C@H](C)N.COC[C@H](C)N.COC[C@H](C)N.COC[C@H](C)N
Orbital gap in eV: 9.0
HOMO in Ha: -0.3132
LUMO level in eV: 0.50

```
! wB97M-V def2-TZVPD RIJCOSX def2/J DEFGRID3
* xyz 0 1
C 3.6581 1.6326 -2.0562
C 5.1039 1.2186 -1.6564
C 5.9765 2.4062 -1.7156
C 5.0893 0.7155 -0.1348
C 4.4991 -0.7088 -0.0314
C 5.2746 -1.6501 -0.9216
C 5.2422 -1.2500 -2.3577
C 6.2649 -2.1226 -3.1129
C 3.8125 -1.6181 -2.9856
N 5.7673 0.1356 -2.4843
O 5.5675 0.5414 -3.7987
H 3.1957 2.2643 -1.2896
H 3.7506 2.1946 -2.9768
H 3.0644 0.7304 -2.2330
H 5.8325 3.0917 -0.8520
H 6.9923 2.1380 -1.7792
H 5.9327 2.9787 -2.6786
H 6.0886 0.7593 0.2653
H 4.4965 1.4205 0.4547
H 4.4794 -1.1757 1.0104
H 3.4638 -0.5672 -0.3327
H 5.1056 -2.7267 -0.7874
H 6.3050 -1.6535 -0.6164
H 6.1819 -3.1285 -2.7621
H 7.2551 -1.6972 -2.8573
H 6.2654 -2.0416 -4.1898
H 3.7623 -2.7233 -3.0637
H 3.6960 -1.1064 -3.9215
H 2.9955 -1.3492 -2.3132
H 6.4323 0.6765 -4.1928
C 0.5891 5.3042 2.5614
C 0.3455 5.2592 0.9791
C -0.2102 3.9150 0.5523
C -0.5272 6.4851 0.6280
C -0.4156 6.8607 -0.8365
C 1.0549 7.1767 -1.1865
C 1.9444 5.9652 -0.9551
C 1.7168 4.8037 -1.9313
C 3.4242 6.4596 -1.0185
N 1.7525 5.5180 0.4298
O 2.4415 4.2801 0.5388
H -0.4120 5.3869 2.9802
H 1.0841 4.3808 2.8858
H 1.2322 6.1688 2.7660
H -0.6831 3.9246 -0.4101
H 0.5744 3.2068 0.6814
H -0.9736 3.5934 1.2493
H -1.5584 6.2966 0.9653
H -0.0856 7.2366 1.2884
H -0.6383 5.9917 -1.4010
H -0.9190 7.7358 -1.1850
H 1.3824 7.9242 -0.4269
H 1.1864 7.6304 -2.2006
H 0.9479 4.1641 -1.5414
H 2.5826 4.1160 -2.0586
H 1.3531 5.1926 -2.8860
H 4.0964 5.6090 -0.9406
H 3.5749 7.0741 -0.1413
H 3.6309 6.9843 -1.9795
H 3.3573 4.4889 0.7141
C -2.8698 -0.8054 -4.6741
O -2.4975 0.5733 -4.8541
C -2.3890 1.3890 -3.6899
C -1.5076 2.5494 -3.9738
C -0.0800 2.0459 -4.0032
N -1.5801 3.5041 -2.7800
H -2.7924 -1.2072 -5.6867
H -3.8448 -0.9490 -4.2739
H -2.1556 -1.2879 -4.0076
H -3.3906 1.8441 -3.3572
H -2.0568 0.8775 -2.7428
H -1.8396 3.0228 -4.9346
H 0.0533 1.3030 -4.7564
H 0.2078 1.7725 -3.0213
H 0.6086 2.9073 -4.2568
H -2.5253 3.9607 -2.6930
H -1.0040 4.3444 -2.9333
C -0.9318 -4.8004 4.7599
O -0.0140 -3.9167 4.1761
C 1.0407 -4.5476 3.4840
C 2.0486 -3.4751 3.0154
C 3.1634 -4.2471 2.3167
N 2.6010 -2.7832 4.1660
H -1.1622 -5.6859 4.1093
H -1.8155 -4.1055 4.7882
H -0.6329 -5.1690 5.7595
H 1.5892 -5.1887 4.1803
H 0.7387 -5.0848 2.5447
H 1.4707 -2.9268 2.2599
H 3.5978 -5.0032 2.9876
H 3.9553 -3.5940 1.9736
H 2.7907 -4.7504 1.3547
H 1.8553 -2.6221 4.7939
H 3.0339 -1.9871 3.7610
C -7.1143 -3.3788 0.7517
O -6.3913 -4.5927 0.6863
C -5.8256 -4.9159 1.9254
C -5.1968 -6.2673 1.8696
C -4.8012 -6.6163 3.2903
N -4.0038 -6.3285 1.0001
H -8.0012 -3.5474 1.3611
H -7.4005 -3.2602 -0.2831
H -6.5210 -2.4530 1.0435
H -4.9915 -4.2793 2.2084
H -6.5957 -4.8281 2.7630
H -5.9151 -6.9371 1.4702
H -4.4508 -5.8095 3.8897
H -3.9787 -7.3329 3.3103
H -5.6714 -7.0657 3.7617
H -4.1496 -6.1460 -0.0086
H -3.2182 -5.7808 1.2884
C 2.9110 1.2597 3.4232
O 2.0386 0.2147 3.0140
C 1.1776 0.7480 2.0507
C 0.4496 -0.3557 1.2558
C -0.1133 0.2625 0.0140
N -0.5684 -1.0973 1.9854
H 3.5774 1.5218 2.5493
H 3.4152 0.9928 4.3327
H 2.2823 2.1573 3.5369
H 0.2941 1.3522 2.5232
H 1.8223 1.3653 1.3967
H 1.2641 -1.0481 1.0682
H -0.5914 -0.4675 -0.5911
H 0.6932 0.7790 -0.4561
H -0.9410 0.9123 0.2285
H -1.4853 -0.5873 2.0561
H -0.2702 -1.4250 2.8923
C -2.8139 0.9449 3.5422
O -2.7176 1.1246 2.1952
C -3.8070 1.9378 1.7142
C -4.9497 1.1050 1.1029
C -4.4149 -0.0585 0.1698
N -5.9645 1.9452 0.4930
H -2.7110 1.8581 4.0962
H -1.9912 0.3778 3.8712
H -3.7841 0.5534 3.9111
H -4.0932 2.4902 2.5642
H -3.3967 2.5981 0.9809
H -5.4518 0.5379 1.8816
H -3.8181 -0.7086 0.7467
H -3.7803 0.3377 -0.6348
H -5.2230 -0.7225 -0.2482
H -5.6455 2.5657 -0.2741
H -6.4975 2.5169 1.1488
C 0.7465 -3.6923 -2.3918
O -0.3053 -4.1703 -1.7153
C -1.4696 -3.3963 -1.8786
C -2.5180 -3.8579 -0.8602
C -3.8471 -3.2260 -1.3637
N -2.1306 -3.5607 0.5040
H 1.1137 -2.7399 -2.0022
H 0.5361 -3.5101 -3.4874
H 1.6000 -4.3798 -2.3913
H -1.1991 -2.3047 -1.6939
H -1.7973 -3.4179 -3.0037
H -2.6423 -4.9121 -0.9206
H -4.1087 -3.7960 -2.2342
H -3.8171 -2.1778 -1.6982
H -4.5559 -3.2507 -0.5294
H -2.1338 -2.5797 0.6461
H -1.2060 -3.9513 0.6092
*
```

---

Energetically preferred structure: (i) | next structure: +250.1 kJ/mol

---

(i)
The following is a DFT calculation (ωB97M-V/def2-TZVPD) of a cluster of 3 separate species, C5H18N3O2 in total.

Results
Orbital gap in eV: 8.8
HOMO in Ha: -0.4247
LUMO level in eV: -2.78

```
! wB97M-V def2-TZVPD RIJCOSX def2/J DEFGRID3
* xyz 1 1
C -1.5092 -0.2416 2.8551
C -1.5229 0.5567 1.5366
C -1.6328 -0.4273 0.3820
C -1.0313 -0.0439 -0.9337
C -0.5450 -1.0817 -1.6527
N -0.0690 -0.6909 -2.9180
N -0.5777 1.2823 -1.1835
N -0.0461 1.3042 1.6330
H -0.6548 -0.8051 3.0654
H -2.3784 -0.8552 2.9379
H -1.6583 0.4407 3.7553
H -2.2037 1.4760 1.4622
H -0.9731 -1.4533 0.6425
H -2.7567 -0.6110 0.2964
H -0.8982 -2.1002 -1.3818
H -0.4501 -1.3180 -3.6204
H 0.7954 -0.4679 -3.0317
H -0.1689 1.3554 -2.2104
H -1.4184 1.7917 -1.2631
H -0.2514 2.1456 1.1871
H 0.2625 1.2600 2.6136
H 0.6297 0.6857 1.1430
H 2.8581 -0.3978 0.6159
H 2.0628 -1.6607 0.6229
O 2.0619 -0.8510 1.0999
H 3.5016 1.0317 -1.3570
H 2.9085 -0.0835 -1.8386
O 3.3243 0.0665 -1.0354
*
```

---

(ii)
The following is a DFT calculation (ωB97M-V/def2-TZVPD) of a cluster of 3 separate species, C5H18N3O2 in total.

Results
Orbital gap in eV: 10.0
HOMO in Ha: -0.4648
LUMO level in eV: -2.66

```
! wB97M-V def2-TZVPD RIJCOSX def2/J DEFGRID3
* xyz 1 1
C 1.6545 -0.1859 2.0132
C 1.8665 0.2013 0.5726
C 1.2038 1.5699 0.1946
C 0.6754 1.7295 -1.2386
N -1.8272 -0.8320 -1.8495
C -0.7151 -0.1354 -1.9780
N -0.6017 1.0693 -1.4988
N 1.4490 -0.8858 -0.3270
H 0.6083 -0.1480 2.3315
H 1.9945 -1.1824 2.2589
H 2.1527 0.5337 2.6743
H 2.9016 0.3810 0.3978
H 2.0350 2.2730 0.2148
H 0.4589 1.8253 0.9374
H 0.5647 2.8098 -1.2906
H 1.3652 1.4034 -2.0118
H -2.6334 -0.5768 -1.2879
H -1.9547 -1.5582 -2.5401
H 0.0647 -0.6031 -2.5388
H -1.4322 1.4865 -1.0906
H 2.2049 -1.4979 -0.5946
H 0.7295 -1.4687 0.0908
H -1.9887 0.2474 0.9159
H -3.5064 0.3601 1.1432
O -2.8178 0.4763 0.4794
H -1.9134 -2.7206 0.7451
H -1.1311 -2.4989 2.0469
O -1.4077 -2.0728 1.2299
*
```

---

Energetically preferred structure: (ii) | next structure: +317.6 kJ/mol